ORCA calculation (the ωB97M-V functional and the def2-TZVPD basis) on a cluster of 2 separate species, C18H27FN3O7S in total.

```
! RIJCOSX wB97M-V def2-TZVPD def2/J DEFGRID3
* xyz 1 1
C -1.513 2.052 2.615
C -0.353 1.053 2.616
C -0.248 0.247 1.327
F -1.468 0.186 0.698
N 0.700 0.783 0.337
C 1.239 1.939 0.357
C 2.083 2.135 -0.859
S 2.327 3.879 -1.261
C 4.058 4.141 -1.090
O 1.637 4.611 -0.230
O 1.924 4.082 -2.625
C 1.321 1.212 -1.869
N 0.020 1.811 -2.105
C 2.106 0.939 -3.159
C 3.592 0.865 -2.892
O 4.074 0.106 -2.097
O 4.371 1.778 -3.514
C 1.159 0.022 -0.881
C 0.306 -1.189 -1.240
O 0.525 -1.479 -2.597
C 0.223 -2.837 -2.914
H -1.607 2.587 1.670
H -1.353 2.801 3.389
H -2.454 1.554 2.831
H -0.530 0.317 3.399
H 0.590 1.535 2.866
H 0.056 -0.774 1.558
H 1.092 2.675 1.136
H 3.056 1.710 -0.581
H 4.625 3.368 -1.604
H 4.253 5.124 -1.512
H 4.293 4.140 -0.028
H 0.085 2.809 -2.266
H -0.436 1.395 -2.908
H 1.882 1.740 -3.860
H 1.799 -0.002 -3.605
H 4.022 2.007 -4.387
H 2.167 -0.302 -0.609
H -0.755 -1.022 -1.044
H 0.622 -2.031 -0.614
H -0.735 -3.135 -2.484
H 1.017 -3.493 -2.553
H 0.153 -2.906 -3.995
C -5.424 -2.977 2.463
C -4.510 -2.014 2.051
C -3.153 -2.260 2.166
C -2.737 -3.470 2.689
C -3.627 -4.442 3.108
C -4.983 -4.183 2.991
N -1.292 -3.734 2.789
O -0.520 -2.852 2.431
O -0.938 -4.808 3.214
H -6.485 -2.786 2.371
H -4.855 -1.076 1.639
H -2.432 -1.527 1.848
H -3.269 -5.376 3.514
H -5.698 -4.928 3.312
*
```

Properties
**Maximum force**: 0.8 eV/A
**LUMO level**: -3.997 eV
**E_HOMO**: -12.3 eV
**HOMO-LUMO gap**: 8.30 eV

=====

ORCA calculation (the ωB97M-V functional and the def2-TZVPD basis) on a cluster of 3 separate species, C10H10F3N2 in total.

```
! RIJCOSX wB97M-V def2-TZVPD def2/J DEFGRID3
* xyz 1 1
C -2.424 -4.457 -2.020
C -0.081 1.426 2.131
C -1.054 2.606 0.330
C 0.780 0.580 1.260
C -0.300 1.923 -0.588
C -0.935 2.400 1.714
C 0.425 0.993 -0.003
C -1.805 3.170 2.538
C 1.381 -1.515 -1.583
C 2.919 -1.467 -1.401
N -1.585 -3.772 -2.356
N 0.909 -2.720 -1.770
F 3.213 -0.546 -0.439
F 3.573 -2.610 -1.153
F 3.574 -1.062 -2.552
H -2.895 -5.352 -1.757
H -0.112 1.222 3.178
H -1.724 3.433 -0.019
H 1.561 -0.091 1.407
H -0.616 2.041 -1.530
H -1.738 4.191 2.331
H -2.889 2.897 2.536
H -1.460 3.036 3.523
H 1.498 -3.538 -1.850
H -0.214 -2.786 -1.930
*
```

Properties
**Maximum force**: 4.9 eV/A
**LUMO level (alpha / beta)**: -5.884 / -5.884 eV
**Relative energy (zero: lowest compared OMol25 entry of this formula, charge and spin)**: 5.761 eV
**E_HOMO (alpha / beta)**: -12.9 / -12.9 eV
**HOMO-LUMO gap (alpha / beta)**: 7.01 / 7.01 eV